Molecular formula: C69H62ClF6N10O21
Method: DFT, wB97M-V/def2-TZVPD

Summary:
- Total charge: +1
- 2S+1: 1
- Kohn-Sham gap: 5.85 eV
- Total energy: -159252.59613 eV
- E_LUMO: -4.7 eV

Structure (XYZ):
```
169
Properties=species:S:1:pos:R:3:forces:R:3:mulliken_charge:R:1
O 3.4082 8.0379 -2.6081 0.51 0.70 -0.16 -0.4700
C 2.3293 7.5671 -2.5667 0.25 -0.34 -0.04 -0.3878
O 1.7734 6.7733 -3.5099 -0.41 0.19 -0.12 -0.2077
Cl 2.4415 7.0119 -5.0530 0.00 -0.17 0.21 0.0684
C 1.3427 7.8361 -1.4633 -0.05 -0.46 0.02 0.8950
C 0.2836 8.6757 -1.8225 0.14 -0.10 -0.08 0.6278
C 0.0862 9.2486 -3.2002 -0.77 -0.22 0.10 -0.8540
C -1.2335 8.7362 -3.8337 0.34 -0.27 0.92 -0.6249
C -1.4980 7.2627 -3.5707 0.06 0.09 0.11 0.0828
F -2.3487 6.7706 -4.5292 -0.15 -0.17 -0.28 -0.3543
C -0.6258 8.9655 -0.8450 0.03 0.15 -0.19 -0.7558
N -0.5060 8.4428 0.3765 -0.03 0.28 -0.15 0.3413
C 0.4678 7.6158 0.7625 0.58 -0.59 0.08 -0.1540
C 0.3526 7.1276 2.1752 -0.97 0.43 -0.10 -0.9528
C -1.0620 6.6907 2.6023 0.44 -0.05 -0.13 -1.2957
C -1.5475 5.4241 1.9165 -0.71 0.59 -0.06 -0.1980
C -1.9900 5.5724 0.4686 0.25 -0.71 -0.07 -0.3529
O -3.0681 4.6806 0.2443 0.03 0.12 0.07 -0.5708
C 1.4650 7.3062 -0.1795 -0.29 0.43 0.24 -0.0552
C 2.6200 6.3850 0.2137 -0.36 -0.57 0.11 0.7409
F 3.7133 6.5784 -0.5141 0.23 0.20 -0.48 -0.2998
F 2.9721 6.5744 1.4918 0.04 0.11 0.40 -0.2669
C 2.2243 4.8857 0.0267 -0.15 0.01 0.26 0.7085
F 1.4731 4.4665 1.0392 -0.31 0.04 0.32 -0.2183
F 1.5102 4.7632 -1.0887 -0.10 -0.05 -0.51 -0.2438
F 3.2756 4.0991 -0.0404 0.48 0.03 -0.09 -0.2511
H 0.9272 9.0530 -3.8454 0.28 0.09 -0.12 0.4015
H -0.0403 10.3146 -3.0603 0.32 0.36 -0.25 0.4150
H -1.2501 8.9146 -4.8987 -0.02 0.20 -0.22 0.4573
H -2.0271 9.2760 -3.3314 -0.42 0.35 -0.41 0.3728
H -1.9999 7.1277 -2.6141 -0.04 -0.05 0.23 0.1306
H -0.5879 6.6727 -3.5538 0.16 -0.18 -0.24 0.1117
H -1.4731 9.5982 -1.0359 -0.22 0.18 0.13 0.4558
H -1.2114 8.6858 1.0611 -0.06 -0.15 0.14 0.3897
H 0.9799 6.2850 2.3682 0.53 -0.12 0.14 0.5145
H 0.6230 7.9744 2.8013 0.44 0.01 0.24 0.3958
H -1.8023 7.4914 2.5629 -0.13 0.12 -0.17 0.6583
H -0.9236 6.4654 3.6516 -0.26 0.17 0.08 0.4443
H -0.8087 4.6460 1.9957 0.27 -0.28 0.07 0.1342
H -2.4216 5.0805 2.4593 -0.19 -0.12 0.13 0.5503
H -2.2769 6.5947 0.2187 -0.19 0.21 0.02 0.0548
H -1.1680 5.2653 -0.1818 0.24 0.31 -0.24 0.1937
H -3.0531 4.4245 -0.6801 -0.20 -0.10 -0.10 0.3795
C 3.9637 1.9030 -2.2738 0.01 0.01 0.07 -0.7527
C 3.9238 1.3020 -3.5226 -0.01 0.02 0.06 0.1259
C 3.5579 -0.0271 -3.6429 0.01 0.09 -0.23 -0.6593
C 3.2289 -0.7342 -2.5025 0.07 0.16 0.12 0.1169
C 3.2738 -0.1601 -1.2451 -0.02 0.04 0.12 -0.5384
C 3.6470 1.1713 -1.1367 0.00 -0.04 -0.08 -0.5843
N 2.8077 -2.1365 -2.6499 0.03 0.32 -0.07 0.9379
O 2.8316 -2.5847 -3.7780 -0.19 -0.28 0.21 -0.5729
O 2.4530 -2.7324 -1.6529 0.02 -0.07 -0.16 -0.4991
H 4.2474 2.9433 -2.1874 0.03 0.00 0.00 0.5163
H 4.1752 1.8712 -4.4055 0.02 0.00 -0.01 0.2323
H 3.5217 -0.5010 -4.6124 -0.03 -0.09 0.07 0.5418
H 3.0239 -0.7348 -0.3659 -0.02 -0.10 -0.05 0.5750
H 3.6919 1.6345 -0.1613 0.00 -0.03 0.01 0.5318
C 2.8561 1.4531 -9.1526 0.00 0.02 0.01 -0.4829
C 2.4784 2.6050 -9.8296 0.03 -0.08 0.07 -0.4421
C 2.7311 3.8501 -9.2778 -0.10 0.06 -0.18 -0.4133
C 3.3638 3.9164 -8.0507 0.03 -0.09 -0.07 0.1353
C 3.7435 2.7819 -7.3587 0.08 -0.15 0.14 -0.4915
C 3.4852 1.5420 -7.9173 -0.06 0.01 -0.08 -0.3234
N 3.6538 5.2324 -7.4692 0.01 0.07 0.02 1.0289
O 3.2951 6.2200 -8.0810 -0.11 0.04 0.02 -0.6043
O 4.2238 5.2764 -6.3959 0.17 -0.25 -0.10 -0.6041
H 2.6622 0.4831 -9.5898 -0.01 -0.01 0.00 0.3977
H 1.9892 2.5338 -10.7905 -0.01 0.01 -0.01 0.3846
H 2.4410 4.7500 -9.7986 0.05 0.07 0.07 0.4536
H 4.2372 2.8625 -6.4030 0.04 0.13 -0.03 0.6064
H 3.7787 0.6435 -7.3923 0.01 -0.01 0.01 0.3681
C 4.1686 0.4490 5.0346 -0.06 -0.04 0.00 -0.6469
C 2.8396 0.0475 5.0963 0.12 0.03 0.00 -0.5356
C 2.5234 -1.2474 5.4730 -0.22 0.09 -0.03 -0.3491
C 3.5526 -2.1156 5.7838 0.01 0.12 -0.02 0.1358
C 4.8798 -1.7391 5.7184 0.24 -0.02 0.03 -0.3993
C 5.1863 -0.4435 5.3397 -0.07 0.07 -0.02 -0.4959
N 3.2266 -3.4832 6.2107 -0.08 -0.04 0.04 1.1640
O 2.0544 -3.7998 6.2516 -0.02 0.04 0.01 -0.6294
O 4.1485 -4.2157 6.5007 0.10 -0.13 -0.02 -0.6413
H 4.4139 1.4609 4.7496 0.01 0.10 -0.03 0.4311
H 2.0477 0.7446 4.8550 -0.01 -0.01 0.01 0.5511
H 1.4938 -1.5706 5.5255 0.05 -0.10 0.03 0.5226
H 5.6640 -2.4399 5.9624 -0.08 -0.08 0.03 0.5052
H 6.2194 -0.1295 5.2879 0.01 -0.01 0.00 0.4066
C 1.5037 -4.4722 2.2286 -0.43 0.00 0.00 -0.5753
C 0.6759 -4.4607 1.1114 0.06 0.06 0.11 -0.5959
C -0.5594 -5.0852 1.1500 0.00 0.09 -0.23 -0.2312
C -0.9491 -5.7151 2.3162 0.10 0.02 0.01 -0.1156
C -0.1377 -5.7526 3.4348 0.09 -0.04 0.23 -0.6596
C 1.0967 -5.1260 3.3882 0.05 0.08 -0.23 -0.0927
N -2.2709 -6.3522 2.3727 -0.02 0.00 0.08 1.0843
O -2.9638 -6.3100 1.3729 0.12 -0.11 -0.04 -0.6370
O -2.6120 -6.8684 3.4172 0.00 -0.01 -0.01 -0.6203
H 2.4554 -3.9752 2.1843 0.09 0.04 0.03 0.5542
H 0.9950 -3.9590 0.2080 0.01 -0.01 -0.03 0.4772
H -1.2057 -5.0769 0.2851 -0.07 -0.07 0.04 0.5219
H -0.4605 -6.2593 4.3318 -0.09 -0.02 -0.03 0.5075
H 1.7364 -5.1471 4.2581 0.00 -0.02 0.01 0.3880
C 4.2993 -5.2312 -4.3329 0.18 -0.32 -0.03 -0.4897
C 3.9731 -5.5908 -3.0317 0.13 -0.08 -0.17 -0.4228
C 4.7052 -6.5673 -2.3711 -0.22 0.11 0.12 -0.2974
C 5.7658 -7.1619 -3.0255 -0.08 0.09 -0.02 0.1485
C 6.1074 -6.8227 -4.3207 0.12 -0.02 -0.24 -0.4864
C 5.3616 -5.8586 -4.9769 -0.10 0.11 0.09 -0.4259
N 6.5606 -8.1813 -2.3220 0.03 -0.03 0.05 1.0220
O 6.2281 -8.4756 -1.1911 -0.01 -0.02 0.01 -0.5923
O 7.5071 -8.6633 -2.9098 0.03 -0.01 -0.02 -0.6165
H 3.7208 -4.4856 -4.8531 -0.05 0.06 0.00 0.4434
H 3.1436 -5.1215 -2.5313 -0.12 0.10 0.08 0.4702
H 4.4431 -6.8483 -1.3632 0.14 -0.07 0.03 0.4202
H 6.9353 -7.3073 -4.8157 0.03 -0.06 0.09 0.4618
H 5.6114 -5.5929 -5.9948 0.02 0.00 -0.02 0.3688
C 7.0548 -8.4031 4.8154 -0.01 0.02 -0.02 -0.4699
C 6.0702 -7.5100 5.2193 0.09 -0.07 -0.03 -0.5161
C 5.4308 -6.7140 4.2846 -0.11 0.08 0.13 -0.0862
C 5.7927 -6.8315 2.9546 0.09 -0.11 0.15 0.0445
C 6.7735 -7.7097 2.5314 0.14 -0.11 -0.15 -0.3429
C 7.4074 -8.5001 3.4754 -0.04 0.02 0.12 -0.5257
N 5.1090 -6.0084 1.9528 -0.06 -0.08 0.10 0.9447
O 4.2455 -5.2389 2.3415 0.30 -0.04 -0.06 -0.5543
O 5.4304 -6.1542 0.7942 -0.05 0.19 -0.07 -0.5810
H 7.5481 -9.0275 5.5481 0.01 0.00 0.01 0.3826
H 5.7980 -7.4350 6.2627 -0.02 0.02 0.01 0.4308
H 4.6656 -6.0172 4.5926 -0.01 0.02 -0.07 0.4092
H 7.0371 -7.7828 1.4861 -0.10 0.04 -0.03 0.4427
H 8.1741 -9.1951 3.1641 0.01 -0.01 -0.02 0.4027
C -1.6437 0.7334 6.9325 0.01 0.02 -0.02 -0.5538
C -2.1787 1.3310 5.7979 0.05 -0.04 0.08 -0.5843
C -1.5933 2.4705 5.2729 -0.13 -0.02 -0.14 -0.1903
C -0.4733 2.9903 5.8984 -0.10 -0.14 0.04 0.2110
C 0.0706 2.4141 7.0330 0.15 -0.02 0.14 -0.4072
C -0.5240 1.2763 7.5501 -0.08 -0.05 -0.06 -0.5229
N 0.1727 4.1752 5.3331 -0.02 0.11 -0.27 0.9979
O -0.3235 4.6815 4.3296 0.23 -0.53 0.52 -0.5557
O 1.1742 4.5937 5.8628 0.12 0.05 0.09 -0.6120
H -2.1004 -0.1599 7.3360 -0.01 -0.01 0.01 0.4328
H -3.0505 0.9065 5.3204 -0.01 0.01 -0.01 0.4285
H -2.0033 2.9382 4.3901 0.07 0.07 0.00 0.4238
H 0.9440 2.8387 7.5050 0.00 0.08 -0.07 0.5041
H -0.1113 0.8096 8.4329 0.02 0.00 0.02 0.4263
C -5.9154 -5.4206 1.8144 -0.03 0.02 0.02 -0.3171
C -7.3030 -5.4715 1.8610 0.12 0.04 -0.02 -0.6005
C -8.0600 -4.5759 1.1232 -0.16 -0.12 0.09 -0.3052
C -7.4065 -3.6406 0.3439 0.05 -0.08 0.04 0.0804
C -6.0270 -3.5694 0.2880 0.22 0.06 -0.03 -0.6401
C -5.2769 -4.4667 1.0305 -0.30 0.06 0.04 -0.1062
N -8.1991 -2.6967 -0.4566 -0.02 0.00 0.05 1.0373
O -9.4118 -2.7613 -0.3730 0.12 0.00 0.08 -0.6848
O -7.6031 -1.9043 -1.1547 0.03 0.06 -0.05 -0.6149
H -5.3287 -6.1259 2.3857 0.03 -0.02 -0.01 0.4031
H -7.7972 -6.2139 2.4717 -0.02 0.00 0.01 0.3721
H -9.1385 -4.6107 1.1558 -0.01 0.07 -0.08 0.4814
H -5.5409 -2.8261 -0.3256 -0.10 0.04 -0.05 0.4352
H -4.2013 -4.4239 0.9935 0.06 -0.02 -0.02 0.4100
C -12.5987 -3.1889 -3.1002 -0.04 0.02 0.02 -0.5505
C -12.2534 -2.7772 -1.8192 -0.01 -0.08 -0.09 -0.0928
C -13.1924 -2.1419 -1.0226 0.15 0.00 0.12 -0.5202
C -14.4633 -1.9329 -1.5237 0.08 -0.06 -0.05 0.1585
C -14.8234 -2.3304 -2.7973 -0.11 -0.04 -0.18 -0.5063
C -13.8791 -2.9629 -3.5892 0.11 -0.01 0.06 -0.3434
N -15.4679 -1.2751 -0.6712 -0.01 0.03 0.01 1.0034
O -15.1202 -0.9173 0.4359 0.01 0.01 0.03 -0.6072
O -16.5845 -1.1302 -1.1249 -0.03 0.01 -0.02 -0.6040
H -11.8661 -3.6887 -3.7201 0.01 0.00 -0.01 0.3945
H -11.2567 -2.9487 -1.4354 -0.14 0.05 -0.09 0.4262
H -12.9335 -1.8172 -0.0262 -0.10 0.03 0.03 0.4603
H -15.8213 -2.1528 -3.1681 -0.04 0.04 0.10 0.4500
H -14.1440 -3.2821 -4.5876 -0.02 0.00 -0.01 0.3793
```
Forces are in eV/Å.